Density functional theory data (ωB97M-V/def2-TZVPD) for a cluster of 6 separate species, H12O6 in total.

Calculated values
E_LUMO = 0.619 eV
SMILES string = O.O.O.O.O.O
Largest force on an atom = 0.32 eV Å⁻¹
Gap between HOMO and LUMO = 12.02 eV
E_tot = -12479.3767 eV

Element x y z (Å)
O  -8.313  -12.217  -16.806
O  -8.830  -12.884  -12.010
O  -8.356  -17.477  -12.368
O  -3.843  -15.764  -14.786
O  -8.287  -22.091  -7.817
O  -10.435  -21.584  -11.905
H  -8.330  -13.161  -16.965
H  -11.383  -21.593  -11.772
H  -9.646  -12.613  -11.590
H  -3.451  -14.902  -14.649
H  -8.018  -17.725  -11.508
H  -8.272  -16.523  -12.393
H  -8.757  -22.148  -8.649
H  -8.153  -23.002  -7.555
H  -8.878  -12.511  -12.890
H  -10.280  -20.831  -12.474
H  -7.667  -11.880  -17.427
H  -3.397  -16.333  -14.158